C29H70BrN6NbO5P | ωB97M-V/def2-TZVPD

Each line ends with the Mulliken charge.
Positions of all 113 atoms, in Å:
C (-2.45617, 6.21186, -1.46034)  -1.4084
C (-2.25854, 5.10233, -0.41469)  -0.0915
C (-3.12114, 3.87385, -0.64504)  -0.7174
C (-2.64412, 2.96516, -1.75750)  -0.3667
N (-1.24620, 2.55290, -1.69855)  -0.4490
Nb (-0.82374, 0.61322, -1.00850)  -1.7076
C (-0.17539, -1.44852, -0.24370)  0.0192
C (0.89143, -2.13691, -1.10596)  -0.4850
C (1.66430, -3.20491, -0.32821)  -0.8764
O (0.81779, -3.93143, 0.54498)  -0.0731
C (1.49837, -4.66355, 1.52731)  -0.9646
C (-2.47424, 0.61018, 0.58059)  -0.9422
N (-2.55535, -0.59507, 1.43906)  -0.0914
C (-3.48498, -0.35787, 2.54680)  -1.0486
C (-2.02372, -0.41921, -2.67774)  -0.4497
Br (-3.75658, -1.16154, -2.07043)  -0.2788
C (-2.26422, 0.31960, -3.99335)  -0.5689
C (-1.00148, 0.90360, -4.61645)  -0.7840
P (0.89975, 1.52621, 0.70978)  0.4417
C (2.63312, 1.69010, 0.02294)  -0.3757
C (3.38477, 2.96380, 0.42765)  -1.3663
C (0.38946, 3.18520, 1.37385)  -0.3114
C (1.11716, 3.50282, 2.70775)  -1.2372
H (-1.66046, 6.16941, -2.18985)  0.3148
H (-2.37865, 7.17300, -0.96917)  0.4211
H (-3.42276, 6.14334, -1.94130)  0.3033
H (-2.54217, 5.50648, 0.54985)  0.4608
H (-1.20277, 4.87924, -0.33632)  -0.2237
H (-4.09922, 4.24312, -0.94223)  0.4121
H (-3.27105, 3.36013, 0.29854)  0.2957
H (-3.27280, 2.08762, -1.85066)  0.1725
H (-2.80298, 3.51911, -2.69057)  0.4877
H (-0.64854, 3.28398, -1.33534)  0.0563
H (0.64625, 0.45471, -2.11119)  -0.1246
H (-1.06313, -2.07065, -0.23392)  0.2747
H (0.18002, -1.34123, 0.77430)  0.6523
H (1.61922, -1.42173, -1.45763)  0.2856
H (0.38291, -2.64797, -1.91946)  0.2062
H (2.14339, -3.92841, -0.99288)  0.2984
H (2.40409, -2.67977, 0.27616)  0.4656
H (2.55704, -4.43376, 1.56890)  0.4663
H (1.43509, -5.73262, 1.32795)  0.2562
H (1.07871, -4.47556, 2.51197)  0.2166
H (-3.45873, 0.85130, 0.18913)  0.5716
H (-2.20617, 1.44627, 1.24885)  0.5213
H (-1.64551, -0.65099, 1.88534)  0.2014
H (-4.43470, -0.05991, 2.12174)  0.3240
H (-3.16257, 0.47444, 3.18245)  0.3496
H (-3.59029, -1.23415, 3.17775)  0.2942
H (-1.44705, -1.29032, -2.95928)  0.6743
H (-2.62451, -0.43007, -4.69569)  0.5742
H (-3.05579, 1.05424, -3.91265)  0.2467
H (-0.93403, 1.96549, -4.44730)  0.1500
H (-0.10991, 0.39237, -4.27867)  0.2092
H (-1.07150, 0.77048, -5.69151)  0.1648
H (3.19098, 0.85686, 0.42567)  0.3037
H (2.61869, 1.60904, -1.05300)  0.3458
H (2.76329, 3.83908, 0.31891)  0.2586
H (3.71735, 2.87249, 1.45076)  0.2845
H (4.28281, 3.05572, -0.17535)  0.4933
H (0.65732, 3.99204, 0.70367)  0.4507
H (-0.67124, 3.20614, 1.57584)  0.1800
H (1.90461, 4.22332, 2.56921)  0.1308
H (1.61009, 2.60980, 3.06932)  0.3406
H (0.42825, 3.82328, 3.48366)  0.4161
C (1.05115, 0.15072, -9.56669)  -1.4084
C (0.31429, -0.02179, -8.25643)  0.9402
O (-0.56920, 0.73703, -7.90165)  -0.6464
N (0.67597, -1.06669, -7.46408)  -0.0840
C (1.69404, -2.06917, -7.70226)  -0.8976
H (0.64810, 1.02228, -10.07201)  0.3096
H (2.11684, 0.30558, -9.39375)  0.3466
H (0.91290, -0.72238, -10.20576)  0.3596
H (0.14976, -1.11669, -6.60394)  0.1336
H (1.24561, -3.06450, -7.70893)  0.2886
H (2.44316, -2.03662, -6.90919)  0.2892
H (2.18611, -1.90198, -8.65451)  0.3446
C (0.95114, -7.43650, 4.98785)  -1.3375
C (2.33519, -6.83349, 4.93007)  0.8203
O (3.09770, -7.04772, 4.00381)  -0.6421
N (2.71579, -6.02693, 5.95857)  -0.1765
C (1.95775, -5.65476, 7.13719)  -0.8148
H (0.80655, -8.04333, 4.10027)  0.2810
H (0.84141, -8.06964, 5.86934)  0.4244
H (0.18996, -6.65586, 5.00615)  0.3730
H (3.64660, -5.65595, 5.85260)  0.2182
H (1.83312, -4.57143, 7.17559)  0.2811
H (2.48574, -5.97241, 8.03857)  0.2760
H (0.97707, -6.11707, 7.12640)  0.3092
C (-4.85270, -6.37881, -0.65583)  -1.3062
C (-4.71392, -4.91214, -0.29529)  0.8893
O (-5.69800, -4.21069, -0.11082)  -0.6725
N (-3.45836, -4.42354, -0.18677)  0.0282
C (-2.21161, -5.12819, -0.37493)  -0.7334
H (-5.91012, -6.61993, -0.70439)  0.3072
H (-4.40024, -6.58237, -1.62705)  0.3260
H (-4.38169, -7.00948, 0.09941)  0.3503
H (-3.41764, -3.43843, 0.05005)  -0.0282
H (-1.61694, -5.08047, 0.53195)  0.2152
H (-1.63746, -4.65774, -1.17465)  0.1634
H (-2.38935, -6.16830, -0.63138)  0.4073
C (2.64979, 6.23108, 5.12895)  -1.0070
C (3.80701, 6.12320, 4.16232)  0.7779
O (3.80614, 5.32252, 3.24738)  -0.5941
N (4.86577, 6.96347, 4.35094)  -0.2033
C (5.04039, 7.97204, 5.37641)  -0.8477
H (1.89863, 5.50204, 4.84200)  0.0827
H (2.97624, 6.01921, 6.14807)  0.3474
H (2.20628, 7.22701, 5.09168)  0.3481
H (5.60044, 6.83907, 3.67257)  0.2395
H (5.16470, 8.95575, 4.91916)  0.2788
H (5.93101, 7.75504, 5.96973)  0.2765
H (4.18107, 8.00180, 6.03700)  0.3163

Cartesian forces, eV/Å:
C 0.4671 -0.3195 0.4888
C -0.4494 0.5212 -0.0653
C 0.0373 0.0827 0.1254
C 0.5288 0.4042 -0.8729
N 0.0299 -1.2549 1.7278
Nb -2.0100 1.2956 -0.6170
C 0.4803 0.8471 -0.7602
C -0.4339 -0.9033 1.0249
C -0.2290 0.2069 0.1209
O -0.2927 0.0148 0.1567
C 0.0327 -0.3267 -0.1941
C 1.1189 -0.8009 0.8406
N -0.3694 0.4221 0.4305
C 0.2979 0.2302 -0.3249
C 0.7441 0.7109 -0.3275
Br 0.1907 -0.0204 0.0563
C 0.0045 -0.6845 -0.0972
C -0.5100 -0.1198 -0.5417
P -0.2631 -0.5593 -0.2916
C 0.0324 0.7312 0.4274
C -0.0067 -0.7678 -0.0769
C 1.1005 0.2124 0.5909
C -0.1167 -0.4691 -0.3147
H 0.0167 0.0070 -0.5156
H -0.0322 0.3740 0.0024
H -0.2093 0.0034 -0.2140
H -0.0215 0.1003 0.3493
H 0.2096 -0.2150 0.0957
H -0.3870 -0.0050 0.0106
H 0.1848 -0.3880 0.1122
H -0.2601 -0.2786 0.1510
H -0.0831 0.0634 -0.2589
H 0.0367 0.1799 -0.3585
H 0.1853 -0.3869 0.2808
H -0.3885 -0.1150 0.2038
H 0.0347 -0.0971 0.3372
H 0.1702 0.0720 -0.4654
H 0.0605 0.2275 -0.5443
H 0.3865 0.0765 -0.1698
H 0.3689 -0.0554 0.1076
H 0.3115 0.2460 0.0024
H -0.0869 -0.2581 -0.0229
H -0.2074 0.1273 0.1605
H -0.2104 -0.0904 -0.3442
H -0.0136 0.4270 -0.0579
H 0.1776 -0.4031 -0.3215
H -0.4252 -0.1859 0.0207
H 0.0732 0.2181 0.1619
H -0.1508 -0.2801 0.0273
H 0.1052 -0.4804 0.1518
H -0.4070 -0.1067 -0.2039
H -0.1014 0.2876 0.1307
H 0.3676 0.3149 0.3592
H 0.2831 0.0501 0.2877
H 0.0640 0.0967 -0.1582
H 0.1469 -0.4498 -0.0816
H -0.1802 -0.1354 -0.3203
H 0.0290 0.3962 -0.0496
H -0.0320 0.2773 0.4376
H 0.1395 0.2255 -0.2171
H -0.3403 0.2700 -0.4622
H -0.3937 -0.2100 -0.4036
H 0.1215 0.4049 0.0535
H 0.0733 -0.3195 0.2646
H -0.1471 0.2391 0.1248
C -0.0264 0.0305 0.0116
C -0.0319 -0.0501 0.2330
O -0.0193 0.1019 -0.4080
N 0.0310 -0.0371 -0.1614
C -0.2069 0.0685 0.2746
H -0.0528 0.0271 0.0451
H 0.0200 -0.0743 -0.0457
H 0.0904 -0.0161 -0.0018
H 0.0442 0.0296 0.0314
H 0.0782 -0.0402 -0.0656
H 0.0757 -0.0398 -0.0619
H -0.0025 0.0210 -0.0243
C 0.0192 0.0007 -0.0289
C 0.1376 0.0518 -0.1085
O -0.0463 -0.0741 -0.0130
N -0.1673 -0.0884 0.0894
C 0.3268 0.1084 -0.1211
H 0.0585 0.0109 -0.0424
H -0.0705 0.0555 0.0337
H -0.0324 -0.0278 0.0734
H -0.0144 0.0247 -0.0142
H -0.1039 -0.0062 0.0517
H -0.0964 -0.0157 0.0566
H -0.0177 -0.0162 -0.0229
C -0.0801 0.0003 -0.0127
C 0.0585 0.0998 -0.0063
O -0.0477 -0.0908 0.0184
N -0.3555 0.0496 0.1367
C -0.0111 0.2446 -0.0709
H -0.0332 0.0701 0.0159
H 0.0597 -0.0666 0.0359
H 0.0605 -0.0420 -0.0673
H 0.0831 0.0253 -0.0786
H 0.1948 -0.0328 0.0620
H 0.0920 -0.0633 0.0106
H -0.0169 0.0005 -0.0102
C -0.0090 -0.0261 -0.0207
C -0.0472 -0.0534 -0.0343
O 0.1938 0.0987 0.0131
N -0.0902 0.0233 0.1005
C 0.2093 -0.1134 -0.2848
H 0.0287 -0.0329 -0.0637
H -0.0265 0.0817 0.0279
H 0.0156 0.0131 0.0876
H -0.0037 0.0016 -0.0011
H -0.0475 0.0559 0.0929
H -0.0444 0.0513 0.0965
H -0.0284 -0.0164 0.0015

E_LUMO: 0.07519 Eh
charge: -1
total energy: -131265.2521 eV



C7H11N3S | ωB97M-V/def2-TZVPD

Each line ends with the Mulliken charge.
Positions of all 22 atoms, in Å:
C (-1.98552, -0.76724, 0.78121)  -0.6465
C (-0.81482, -0.99585, 0.17720)  0.5407
C (2.03855, 0.79250, 0.36800)  0.6587
C (-2.10233, 1.59915, 0.35681)  0.5960
C (-0.14771, -2.32102, 0.08446)  -1.3332
C (3.27195, 1.23386, 0.85061)  -1.0482
C (-0.35927, 0.28698, -1.88351)  -1.0254
N (0.99631, 0.44193, -0.00105)  -0.3119
N (-2.55762, 0.51043, 0.85453)  -0.0235
N (-0.19352, 0.15546, -0.43498)  0.5125
S (-1.82862, 3.01441, -0.14819)  -0.0374
H (-2.54950, -1.56087, 1.24236)  0.4784
H (-0.21566, -2.85917, 1.02738)  0.4421
H (0.89967, -2.23149, -0.19201)  0.3725
H (-0.63762, -2.94568, -0.66540)  0.3229
H (3.97463, 0.40360, 0.96967)  0.3380
H (3.14726, 1.74287, 1.81218)  0.3347
H (3.70826, 1.94840, 0.14299)  0.3404
H (0.20131, -0.47547, -2.42922)  0.3888
H (-1.41428, 0.17749, -2.12044)  0.3786
H (-0.01541, 1.27190, -2.19988)  0.3939
H (-3.41608, 0.57781, 1.40726)  0.3280

Cartesian forces, eV/Å:
C 1.2186 -0.7625 -0.5347
C -0.4718 0.0389 0.6662
C -3.1796 -1.0769 -1.0832
C -0.0903 1.5338 -0.3506
C -0.1387 -0.3977 -0.0690
C 1.7013 0.5803 0.6596
C 0.2100 0.0331 -0.8228
N 3.1314 0.8257 1.0355
N -0.4299 0.3339 0.2700
N -1.4954 -0.2780 -0.2323
S -0.2756 -1.0445 0.4185
H -0.1656 0.0376 0.0571
H 0.0587 0.0047 0.0534
H 0.0830 0.0244 0.0222
H 0.0746 0.0279 -0.0831
H -0.0895 -0.0053 -0.0383
H -0.0423 -0.0465 -0.0670
H -0.0701 -0.0466 -0.0155
H 0.0147 -0.0052 0.0829
H -0.0380 0.0194 0.0876
H -0.0566 0.0150 0.0501
H 0.0511 0.1884 -0.1065

relative energy (zero: lowest compared OMol25 entry of this formula, charge and spin): 74.5 kcal per mole
E_LUMO: -0.33011 Eh
charge: +2
total energy: -22722.3034 eV